# 1
{
  "formula": "C44H41Cl2N4OS3V",
  "method": "ωB97M-V/def2-TZVPD",
  "homo_energy_ev": [-2.61, -2.61],
  "energy_ha": -5054.56189,
  "total_charge": -1,
  "lumo_energy_ev": [2.32, 2.32],
  "spin_multiplicity": 2,
  "symbols": ["V", "S", "C", "N", "C", "C", "N", "C", "C", "C", "C", "C", "C", "C", "C", "S", "C", "C", "C", "C", "C", "C", "C", "H", "H", "H", "H", "H", "H", "H", "H", "H", "H", "H", "H", "H", "H", "H", "H", "H", "H", "N", "C", "C", "C", "C", "C", "C", "C", "C", "C", "C", "C", "C", "H", "H", "H", "H", "H", "H", "H", "H", "H", "H", "C", "C", "C", "C", "C", "C", "C", "S", "C", "O", "H", "H", "H", "H", "H", "H", "H", "H", "H", "H", "Cl", "C", "C", "C", "C", "C", "Cl", "C", "N", "H", "H", "H"],
  "xyz": [[-0.435, 2.284, -0.204], [-3.348, -0.737, -0.702], [-2.178, -0.804, -2.016], [-1.810, -2.109, -2.482], [-0.810, -2.187, -3.521], [-0.986, -1.020, -4.491], [-0.807, 0.188, -3.751], [0.253, 1.102, -4.103], [1.587, 0.391, -4.197], [2.153, 0.078, -5.429], [3.318, -0.676, -5.515], [3.932, -1.133, -4.359], [3.382, -0.815, -3.122], [2.226, -0.056, -3.042], [-1.594, 0.304, -2.573], [-1.961, 1.960, -2.044], [-2.757, -3.206, -2.416], [-2.415, -4.270, -1.390], [-1.328, -5.119, -1.583], [-1.012, -6.102, -0.656], [-1.797, -6.263, 0.478], [-2.891, -5.431, 0.674], [-3.189, -4.435, -0.247], [-0.897, -3.149, -4.033], [0.206, -2.122, -3.110], [-1.992, -1.072, -4.934], [-0.251, -1.083, -5.295], [0.282, 1.864, -3.325], [0.051, 1.613, -5.057], [1.670, 0.432, -6.334], [3.739, -0.911, -6.485], [4.833, -1.730, -4.419], [3.861, -1.156, -2.211], [1.808, 0.202, -2.075], [-2.782, -3.690, -3.402], [-3.752, -2.817, -2.208], [-0.717, -5.004, -2.472], [-0.160, -6.749, -0.822], [-1.559, -7.034, 1.202], [-3.514, -5.555, 1.553], [-4.021, -3.760, -0.090], [-0.361, 0.301, 0.374], [0.910, -0.117, 0.881], [1.484, -1.253, 0.327], [2.730, -1.688, 0.750], [3.400, -0.977, 1.733], [2.821, 0.160, 2.276], [1.568, 0.624, 1.872], [1.000, 1.872, 2.467], [1.333, 2.172, 3.795], [0.853, 3.310, 4.417], [0.022, 4.171, 3.709], [-0.315, 3.867, 2.399], [0.154, 2.726, 1.734], [-0.727, -0.313, -0.362], [-1.072, 0.312, 1.106], [0.938, -1.795, -0.438], [3.170, -2.573, 0.308], [4.382, -1.292, 2.065], [3.378, 0.735, 3.004], [1.956, 1.488, 4.360], [1.118, 3.521, 5.447], [-0.366, 5.067, 4.182], [-0.975, 4.550, 1.872], [-0.558, -2.519, 5.004], [-1.390, -1.491, 4.288], [-1.164, -0.132, 4.485], [-1.850, 0.819, 3.749], [-2.797, 0.411, 2.817], [-3.059, -0.940, 2.627], [-2.355, -1.880, 3.366], [-3.564, 1.576, 1.689], [-4.082, 2.803, 2.907], [-2.442, 2.273, 0.981], [-0.155, -2.124, 5.937], [0.286, -2.818, 4.378], [-1.138, -3.415, 5.226], [-0.413, 0.191, 5.196], [-1.609, 1.868, 3.879], [-3.761, -1.252, 1.865], [-2.534, -2.933, 3.188], [-3.200, 3.312, 3.293], [-4.640, 2.313, 3.704], [-4.721, 3.512, 2.382], [4.124, 1.851, -0.529], [3.399, 3.416, -0.678], [4.205, 4.543, -0.647], [3.653, 5.810, -0.742], [2.274, 5.955, -0.847], [1.497, 4.820, -0.870], [-0.246, 4.925, -0.930], [2.007, 3.508, -0.805], [1.119, 2.480, -0.824], [5.274, 4.413, -0.544], [4.290, 6.684, -0.716], [1.811, 6.931, -0.899]],
  "mulliken_charge": [-0.7618, -0.4752, -1.0755, 0.7977, -0.7560, -1.1549, 0.1322, -0.7566, 0.2142, -0.4703, -0.5890, -0.6019, -0.9078, 0.3304, 0.9491, -0.6530, -1.9573, 0.8418, -0.1044, -0.7896, -0.4486, -0.5608, -0.2297, 0.7007, -0.0242, 0.4507, 0.4198, -0.0914, 0.3305, 0.3821, 0.3638, 0.3872, 0.3951, 0.5823, 0.6047, 0.7017, 0.3129, 0.3856, 0.3806, 0.3854, 0.2332, 1.3917, -0.0076, -0.6625, -0.5966, -1.1966, -0.5999, 1.0482, 0.7157, -0.6769, -0.9021, -0.8781, -0.6818, 1.6553, -0.2080, -0.8001, 0.6048, 0.5214, 0.3844, 0.4665, 0.4181, 0.3567, 0.3866, 0.3254, -1.5840, 1.0668, -1.0681, 0.5319, -0.3543, -0.3093, -0.9429, 0.2488, -1.0138, -0.4089, 0.3978, 0.2709, 0.4333, 0.2558, 0.2322, 0.5130, 0.4717, 0.2008, 0.4120, 0.4049, -0.1533, 0.7507, -0.6155, -0.4183, -0.7587, 1.0054, -0.2495, -1.2008, 0.7188, 0.4286, 0.3755, 0.4199]
}



# 2
{
  "formula": "C44H41N4OPSSbSe4SiTc",
  "method": "ωB97M-V/def2-TZVPD",
  "homo_energy_ev": -11.83,
  "energy_ha": -12951.05408,
  "total_charge": 2,
  "lumo_energy_ev": -6.60,
  "symbols": ["Tc", "N", "C", "C", "C", "C", "C", "C", "N", "C", "C", "C", "S", "C", "N", "H", "H", "H", "H", "H", "H", "H", "Se", "Sb", "Se", "Se", "Se", "C", "C", "C", "C", "Si", "O", "C", "C", "C", "C", "C", "C", "C", "C", "C", "C", "C", "C", "H", "H", "H", "H", "H", "H", "H", "H", "H", "H", "H", "H", "H", "H", "H", "H", "H", "H", "H", "N", "P", "C", "C", "C", "C", "C", "C", "C", "C", "C", "C", "C", "C", "C", "C", "C", "C", "C", "C", "H", "H", "H", "H", "H", "H", "H", "H", "H", "H", "H", "H", "H", "H", "H"],
  "xyz": [[-0.511, -0.585, 0.133], [-1.224, -0.253, 4.140], [-0.330, 0.820, 4.163], [0.154, 1.567, 5.229], [1.038, 2.575, 4.909], [1.402, 2.830, 3.576], [0.918, 2.077, 2.526], [0.051, 1.034, 2.844], [-0.622, 0.078, 2.048], [-1.370, -0.649, 2.881], [-2.187, -1.756, 2.403], [-3.108, -2.505, 3.054], [-3.730, -3.676, 1.984], [-2.735, -3.100, 0.738], [-1.974, -2.096, 1.084], [-1.684, -0.659, 4.939], [-0.146, 1.374, 6.249], [1.454, 3.185, 5.698], [2.081, 3.643, 3.362], [1.202, 2.316, 1.512], [-3.456, -2.428, 4.071], [-2.722, -3.554, -0.244], [2.791, 4.292, -1.679], [3.578, 2.237, -2.389], [3.178, 0.651, -0.116], [0.984, 1.128, -0.745], [1.139, 0.697, -3.021], [2.890, -5.070, 1.902], [2.190, -3.706, 1.750], [1.145, -3.530, 2.863], [3.235, -2.587, 1.878], [1.413, -3.557, 0.071], [0.658, -1.950, 0.191], [-0.023, -4.682, -0.312], [-0.605, -4.527, -1.579], [-1.670, -5.320, -1.983], [-2.178, -6.291, -1.126], [-1.607, -6.473, 0.126], [-0.536, -5.677, 0.525], [2.538, -3.538, -1.374], [2.578, -2.468, -2.268], [3.398, -2.506, -3.388], [4.193, -3.615, -3.629], [4.157, -4.698, -2.758], [3.332, -4.662, -1.646], [3.305, -5.153, 2.910], [3.720, -5.177, 1.204], [2.213, -5.916, 1.757], [1.649, -3.516, 3.834], [0.407, -4.331, 2.892], [0.612, -2.580, 2.757], [3.784, -2.711, 2.817], [2.774, -1.596, 1.890], [3.961, -2.604, 1.063], [-0.189, -3.807, -2.279], [-2.078, -5.213, -2.980], [-2.994, -6.925, -1.447], [-1.978, -7.249, 0.782], [-0.089, -5.864, 1.491], [1.976, -1.585, -2.108], [3.412, -1.664, -4.069], [4.837, -3.644, -4.498], [4.769, -5.569, -2.951], [3.300, -5.533, -1.001], [-1.878, 0.272, -0.488], [-3.433, 0.690, -0.917], [-4.137, -0.560, -1.963], [-3.334, -1.502, -2.603], [-3.910, -2.395, -3.495], [-5.275, -2.351, -3.742], [-6.075, -1.406, -3.109], [-5.509, -0.503, -2.227], [-4.277, 0.761, 0.649], [-5.138, -0.261, 1.049], [-5.678, -0.241, 2.327], [-5.344, 0.779, 3.206], [-4.467, 1.789, 2.816], [-3.931, 1.784, 1.540], [-3.408, 2.263, -1.708], [-2.419, 2.523, -2.659], [-2.451, 3.714, -3.360], [-3.473, 4.628, -3.130], [-4.463, 4.363, -2.193], [-4.437, 3.180, -1.472], [-2.265, -1.534, -2.425], [-3.289, -3.115, -4.009], [-5.718, -3.047, -4.441], [-7.136, -1.366, -3.313], [-6.134, 0.249, -1.758], [-5.400, -1.056, 0.363], [-6.372, -1.014, 2.630], [-5.777, 0.798, 4.197], [-4.216, 2.586, 3.502], [-3.253, 2.573, 1.236], [-1.615, 1.817, -2.835], [-1.678, 3.932, -4.085], [-3.495, 5.558, -3.683], [-5.252, 5.081, -2.019], [-5.205, 2.981, -0.736]],
  "mulliken_charge": [-0.5416, 0.2235, 1.3579, -1.2498, -0.5882, -1.1346, -1.1148, 0.0527, 2.1837, -0.9521, -0.2222, -0.4374, -0.1590, -0.6274, 1.6904, 0.2452, 0.4737, 0.4432, 0.5124, 0.3539, 0.4891, 0.2719, -0.3891, 0.2679, -0.2210, 0.7872, -0.6299, -1.8546, 2.0735, -1.7102, -1.2898, -0.6509, 0.6104, 0.9818, -0.5498, -0.7849, -0.5946, -0.9998, 0.0850, 0.5967, 0.2680, -0.5341, -0.5843, -0.8577, -0.6638, 0.5004, 0.4041, 0.3016, 0.6621, 0.2671, 0.0507, 0.5073, -0.0659, 0.3325, 0.3858, 0.4961, 0.4475, 0.4988, 0.2035, -0.0175, 0.4105, 0.4125, 0.4331, 0.3257, 0.5550, 1.1339, 0.5354, -0.4123, -0.6923, -0.6766, -0.7765, -0.3588, 0.5333, -0.7001, -0.8093, -0.5612, -0.8822, -0.6604, 0.6215, -0.3398, -0.8196, -0.5278, -0.7589, -0.4348, 0.4149, 0.5418, 0.4409, 0.4632, 0.4906, 0.4773, 0.5116, 0.4649, 0.5220, 0.5765, 0.1578, 0.4909, 0.4263, 0.4514, 0.4191]
}